No. 1
The following is a DFT calculation (the ωB97M-V functional and the def2-TZVPD basis) of C24H30FInN6O5 as an isolated structure.

Summary:
E_LUMO = -0.183 hartree
Kohn-Sham gap = 8.42 eV
Charge = +2

Last column: natural (NBO) charge in e.
CARTESIAN COORDINATES (ANGSTROEM)
In (-17.2744, -6.6059, 6.8416)  1.93
C (-19.4937, -13.5487, 9.5112)  -0.64
C (-19.8946, -12.1305, 9.8020)  -0.20
N (-19.0076, -11.0923, 9.1446)  -0.33
C (-19.5619, -10.3439, 8.1363)  0.18
C (-18.7932, -9.5489, 7.2867)  -0.30
C (-19.5600, -8.6617, 6.3248)  0.78
O (-20.4172, -9.2114, 5.7183)  -0.57
O (-19.1888, -7.4089, 6.1639)  -0.86
C (-17.4384, -9.4487, 7.5996)  0.51
O (-16.6454, -8.5899, 7.0068)  -0.80
C (-16.8795, -10.1561, 8.8191)  -0.12
C (-15.5680, -9.8867, 9.2724)  -0.21
C (-15.1878, -10.3598, 10.4674)  0.36
F (-13.9211, -10.1848, 10.8483)  -0.31
C (-16.0869, -11.0791, 11.3359)  0.20
C (-17.3130, -11.4749, 10.8433)  -0.27
C (-17.7649, -10.8762, 9.6142)  0.25
N (-15.8028, -11.2878, 12.7117)  -0.50
C (-15.4664, -10.0447, 13.4249)  -0.25
C (-15.7657, -10.1855, 14.9368)  -0.22
N (-15.0235, -11.3808, 15.4995)  -0.51
C (-15.1831, -12.6093, 14.6593)  -0.23
C (-14.9748, -12.3779, 13.1488)  -0.23
H (-20.2921, -14.2028, 9.7849)  0.24
H (-18.5530, -13.8625, 9.9545)  0.22
H (-19.2256, -13.8076, 8.4382)  0.24
H (-19.9109, -11.9873, 10.8693)  0.21
H (-20.8940, -11.9451, 9.4201)  0.22
H (-20.6203, -10.6248, 7.9841)  0.25
H (-14.9266, -9.1780, 8.7391)  0.26
H (-17.8875, -11.9754, 11.6354)  0.25
H (-15.9859, -9.2463, 12.9992)  0.26
H (-14.4630, -9.7626, 13.2248)  0.20
H (-16.8094, -10.2873, 15.0371)  0.23
H (-15.4453, -9.3896, 15.5687)  0.23
H (-15.4725, -11.6215, 16.4129)  0.45
H (-14.0067, -11.0965, 15.8024)  0.46
H (-16.1763, -12.9763, 14.8320)  0.23
H (-14.4261, -13.2808, 15.0363)  0.24
H (-15.0860, -13.3786, 12.6082)  0.26
H (-13.8900, -12.0618, 13.0463)  0.18
N (-18.2289, -4.5674, 6.2172)  -0.85
C (-17.8262, -4.2357, 4.8208)  -0.23
C (-17.9362, -5.5007, 4.0234)  -0.25
N (-16.9611, -6.5414, 4.5280)  -0.86
H (-19.2083, -4.6719, 6.2414)  0.41
H (-18.0422, -3.7876, 6.8606)  0.41
H (-16.7540, -3.8601, 4.8768)  0.20
H (-18.4977, -3.5647, 4.3884)  0.23
H (-17.8532, -5.2402, 2.9781)  0.23
H (-18.8740, -5.9861, 4.2080)  0.24
H (-16.0699, -6.4112, 4.1238)  0.40
H (-17.3319, -7.4655, 4.3624)  0.42
O (-15.5406, -6.6736, 10.5867)  -0.62
C (-15.8750, -6.4402, 9.4442)  0.75
O (-17.0514, -6.6682, 8.9527)  -0.81
C (-14.8446, -5.7222, 8.5506)  0.11
C (-13.6389, -5.2130, 9.0034)  -0.18
C (-12.8673, -4.4666, 8.1287)  -0.13
C (-13.2712, -4.3853, 6.8246)  -0.23
C (-14.5203, -4.8830, 6.4284)  0.05
N (-15.2698, -5.5829, 7.3085)  -0.54
H (-13.2503, -5.3963, 10.0027)  0.26
H (-11.9933, -3.8988, 8.4529)  0.25
H (-12.5588, -3.8892, 6.2224)  0.25
H (-14.9674, -4.8574, 5.4668)  0.19

=====

No. 2
The following is a DFT calculation (the ωB97M-V functional and the def2-TZVPD basis) of C24H30GdN2P2 as an isolated structure.

Summary:
Spin multiplicity = 8
E_LUMO (alpha / beta) = -0.141 / -0.141 hartree
Expectation value of S² = 15.801
Kohn-Sham gap (alpha / beta) = 4.21 / 6.41 eV
Charge = +1

Last column: Mulliken spin population.
CARTESIAN COORDINATES (ANGSTROEM)
C (-1.6165, 2.8500, -2.9838)  0.00
C (-1.2176, 1.5577, -2.6177)  -0.02
C (0.0916, 1.1160, -2.9764)  0.01
C (1.1379, 2.1266, -3.1676)  -0.01
C (0.7148, 3.4878, -3.0862)  0.01
C (-0.6430, 3.8355, -3.2319)  0.00
C (2.4917, 1.6972, -3.2201)  0.00
C (2.7468, 0.3154, -2.9094)  -0.01
C (1.6160, -0.6015, -2.7644)  0.02
C (1.8321, -1.9200, -2.2331)  0.00
C (3.1162, -2.4682, -2.2705)  0.01
C (4.2332, -1.6310, -2.4392)  0.00
C (4.0123, -0.2391, -2.5136)  0.00
H (-2.6848, 3.1126, -3.0951)  0.00
H (1.4602, 4.2859, -2.9400)  0.00
H (-0.9562, 4.8780, -3.4218)  0.00
H (3.2213, 2.3975, -2.7786)  0.00
H (3.2463, -3.5613, -2.1735)  0.00
H (5.2362, -2.0862, -2.3691)  0.00
H (4.8795, 0.4110, -2.3263)  0.00
N (0.3483, -0.2129, -2.9992)  0.00
Gd (0.6102, 1.3463, 1.7656)  5.92
C (-2.0955, 0.7035, -1.7217)  0.02
H (-1.9998, -0.3434, -2.0174)  0.00
H (-3.1613, 0.9933, -1.7839)  0.00
C (0.7014, -2.6206, -1.4908)  0.00
H (-0.2452, -2.4599, -2.0347)  0.00
H (0.8966, -3.7098, -1.3599)  0.00
P (-1.6067, 0.8002, 0.0943)  -0.03
P (0.4227, -1.8723, 0.2521)  -0.03
C (1.7307, -2.8850, 1.0926)  -0.01
H (1.5731, -2.7993, 2.1825)  0.00
H (1.6467, -3.9438, 0.7736)  0.00
H (2.7214, -2.4839, 0.8204)  0.00
C (-1.0207, -2.9720, 0.6685)  0.00
H (-0.6719, -4.0178, 0.7705)  0.00
H (-1.4470, -2.6171, 1.6227)  0.00
H (-1.7688, -2.8976, -0.1424)  0.00
C (-2.3341, 2.4739, 0.4331)  0.07
H (-3.3824, 2.4272, 0.0799)  0.02
H (-2.3174, 2.6824, 1.5210)  -0.04
H (-1.7909, 3.2515, -0.1313)  -0.02
C (-2.9899, -0.1995, 0.7987)  0.02
H (-2.8433, -0.3063, 1.8861)  -0.01
H (-3.9354, 0.3347, 0.5978)  0.00
H (-3.0159, -1.1912, 0.3227)  0.00
H (2.3288, 0.6635, 0.9024)  0.04
H (2.0764, -0.1019, 0.5792)  -0.05
C (-1.6953, 0.2761, 5.7048)  0.30
C (-1.3945, 1.3773, 4.9584)  -0.19
C (-0.6116, 1.3108, 3.8241)  0.47
N (-0.1185, 0.1052, 3.3944)  0.26
C (-0.4177, -1.0214, 4.1269)  0.16
C (-1.1853, -0.9369, 5.2682)  -0.02
H (-2.3092, 0.3564, 6.5972)  0.03
H (-1.7384, 2.3664, 5.1821)  -0.01
H (-0.4533, 2.3287, 3.3664)  0.06
H (-0.0243, -1.9600, 3.7720)  0.03
H (-1.4003, -1.8086, 5.8415)  0.00

=====

No. 3
The following is a DFT calculation (the ωB97M-V functional and the def2-TZVPD basis) of a single C24H30N2O2S molecule.

Summary:
SMILES = CSc1cccc(CN2CCC(Oc3cccc(C(=O)N4CCCC4)c3)CC2)c1
Energy above the lowest of the compared OMol25 structures with the same formula, charge and spin = 158.4 kJ/mol
E_LUMO = 0.024 hartree
Kohn-Sham gap = 8.71 eV

Last column: natural (NBO) charge in e.
CARTESIAN COORDINATES (ANGSTROEM)
C (-3.9466, -4.8360, 0.0054)  -0.74
S (-4.1462, -3.3048, 0.9602)  0.25
C (-3.9991, -2.0223, -0.2498)  -0.18
C (-3.6565, -2.2402, -1.5756)  -0.25
C (-3.5774, -1.1615, -2.4400)  -0.19
C (-3.8255, 0.1231, -1.9946)  -0.23
C (-4.1584, 0.3525, -0.6627)  -0.04
C (-4.3592, 1.7573, -0.1466)  -0.23
N (-3.1449, 2.4056, 0.3286)  -0.44
C (-2.5433, 1.7488, 1.4733)  -0.23
C (-1.4806, 2.6585, 2.0841)  -0.41
C (-0.4049, 3.0005, 1.0526)  0.11
O (0.2979, 1.8001, 0.7721)  -0.51
C (1.4865, 1.8373, 0.1171)  0.31
C (2.1871, 2.9855, -0.2409)  -0.27
C (3.3993, 2.8759, -0.9027)  -0.20
C (3.9320, 1.6404, -1.2134)  -0.23
C (3.2500, 0.4879, -0.8370)  -0.09
C (3.8144, -0.8508, -1.2022)  0.67
O (3.9932, -1.1929, -2.3580)  -0.62
N (4.1101, -1.6586, -0.1649)  -0.43
C (4.1064, -1.3126, 1.2421)  -0.21
C (5.1348, -2.2673, 1.8464)  -0.41
C (4.9492, -3.5261, 1.0004)  -0.41
C (4.7085, -2.9646, -0.3980)  -0.21
C (2.0349, 0.5887, -0.1834)  -0.25
C (-1.0778, 3.5745, -0.1983)  -0.44
C (-2.1525, 2.6171, -0.7068)  -0.23
C (-4.2455, -0.7284, 0.1988)  -0.18
H (-4.1063, -5.6441, 0.7125)  0.24
H (-4.6943, -4.8799, -0.7811)  0.22
H (-2.9410, -4.8964, -0.4010)  0.22
H (-3.4533, -3.2315, -1.9476)  0.21
H (-3.3168, -1.3328, -3.4742)  0.21
H (-3.7676, 0.9518, -2.6848)  0.21
H (-4.7717, 2.3878, -0.9398)  0.20
H (-5.0661, 1.7476, 0.6880)  0.20
H (-3.3236, 1.5585, 2.2139)  0.20
H (-2.0769, 0.7880, 1.2004)  0.18
H (-1.9456, 3.5858, 2.4197)  0.21
H (-1.0207, 2.1608, 2.9385)  0.22
H (0.2863, 3.7390, 1.4864)  0.18
H (1.8024, 3.9678, -0.0160)  0.21
H (3.9279, 3.7755, -1.1823)  0.21
H (4.8679, 1.5574, -1.7438)  0.22
H (3.1159, -1.4932, 1.6776)  0.19
H (4.3601, -0.2607, 1.3869)  0.22
H (6.1404, -1.8683, 1.7085)  0.20
H (4.9677, -2.4396, 2.9074)  0.22
H (4.0725, -4.0773, 1.3421)  0.20
H (5.8116, -4.1880, 1.0345)  0.22
H (5.6430, -2.8416, -0.9566)  0.20
H (4.0384, -3.5804, -1.0025)  0.21
H (1.4767, -0.2927, 0.0924)  0.23
H (-1.5354, 4.5293, 0.0630)  0.22
H (-0.3418, 3.7386, -0.9869)  0.22
H (-2.6455, 3.0587, -1.5764)  0.20
H (-1.6734, 1.6732, -1.0194)  0.18
H (-4.5165, -0.5812, 1.2341)  0.21

=====

No. 4
The following is a DFT calculation (the ωB97M-V functional and the def2-TZVPD basis) of a single C24H30N2O3 molecule.

Summary:
SMILES = O=C(N[C@H]1CCOC1)c1ccc(OC2CCN(CCc3ccccc3)CC2)cc1
Energy above the lowest of the compared OMol25 structures with the same formula, charge and spin = 230.7 kJ/mol
E_LUMO = 0.028 hartree
Kohn-Sham gap = 9.34 eV

Last column: natural (NBO) charge in e.
CARTESIAN COORDINATES (ANGSTROEM)
O (-5.3499, -1.6655, 1.3849)  -0.63
C (-5.0806, -0.7286, 0.6554)  0.67
N (-6.0296, 0.1287, 0.2021)  -0.61
C (-7.4256, -0.0121, 0.5310)  -0.09
C (-7.9756, 1.2560, 1.2150)  -0.45
C (-8.8456, 1.9138, 0.1252)  -0.08
O (-8.5493, 1.2496, -1.0861)  -0.52
C (-8.2847, -0.0906, -0.7427)  -0.08
C (-3.6937, -0.4442, 0.1995)  -0.18
C (-3.2466, 0.8174, -0.1912)  -0.16
C (-1.9377, 1.0050, -0.5738)  -0.29
C (-1.0294, -0.0589, -0.5812)  0.41
O (0.2215, 0.2543, -0.9940)  -0.51
C (1.2668, -0.7033, -0.9230)  0.10
C (2.4200, -0.1695, -1.7696)  -0.41
C (3.6202, -1.1064, -1.6727)  -0.21
N (4.0385, -1.2180, -0.2926)  -0.46
C (5.3297, -1.8471, -0.0981)  -0.20
C (6.0758, -1.1982, 1.0806)  -0.44
C (6.3049, 0.2562, 0.7905)  0.08
C (5.3179, 1.1914, 1.0727)  -0.23
C (5.4960, 2.5240, 0.7484)  -0.20
C (6.6676, 2.9408, 0.1396)  -0.23
C (7.6588, 2.0168, -0.1426)  -0.21
C (7.4754, 0.6831, 0.1779)  -0.25
C (2.9904, -1.7998, 0.5179)  -0.22
C (1.7625, -0.8951, 0.5115)  -0.44
C (-1.4714, -1.3192, -0.1848)  -0.34
C (-2.7847, -1.4968, 0.2031)  -0.13
H (-5.7967, 0.8335, -0.4787)  0.40
H (-7.5070, -0.9053, 1.1532)  0.25
H (-8.5649, 1.0089, 2.0948)  0.22
H (-7.1552, 1.9035, 1.5203)  0.22
H (-8.6335, 2.9734, -0.0212)  0.19
H (-9.9121, 1.7938, 0.3631)  0.16
H (-7.7710, -0.5632, -1.5795)  0.20
H (-9.2209, -0.6284, -0.5349)  0.17
H (-3.9070, 1.6722, -0.1691)  0.21
H (-1.5795, 1.9779, -0.8717)  0.22
H (0.9279, -1.6634, -1.3400)  0.17
H (2.1021, -0.0666, -2.8075)  0.22
H (2.7006, 0.8140, -1.3925)  0.22
H (3.3542, -2.0910, -2.1043)  0.16
H (4.4464, -0.6901, -2.2529)  0.21
H (5.2364, -2.9324, 0.0737)  0.17
H (5.9279, -1.7019, -1.0006)  0.20
H (5.4859, -1.3098, 1.9910)  0.21
H (7.0267, -1.7156, 1.2186)  0.21
H (4.4046, 0.8678, 1.5476)  0.21
H (4.7195, 3.2417, 0.9715)  0.21
H (6.8088, 3.9817, -0.1127)  0.21
H (8.5768, 2.3356, -0.6153)  0.21
H (8.2521, -0.0347, -0.0480)  0.21
H (2.7075, -2.8065, 0.1509)  0.16
H (3.3553, -1.9077, 1.5411)  0.21
H (0.9791, -1.3199, 1.1412)  0.22
H (2.0308, 0.0844, 0.9098)  0.21
H (-0.8052, -2.1672, -0.1729)  0.22
H (-3.1312, -2.4684, 0.5221)  0.24

=====

E / hartree: -1926.85948 -2489.88948 -1590.73130 -1267.77847